ORCA calculation (ωB97M-V/def2-TZVPD) on C44H51BBr3F5N4O5PRbS3Si as an isolated structure in a non-equilibrium geometry.

Element x y z (Å)
H  -8.18577  -1.87605  1.66569
C  -4.82808  0.28995  1.53036
Si  -5.97677  -0.90435  2.44921
H  -7.34290  -0.64516  4.54204
H  0.46379  5.00403  -2.67541
H  3.31418  -0.36760  -3.87505
C  0.36636  -5.90155  0.80610
H  -3.63737  5.03465  -5.43383
H  3.61568  -1.09646  -5.44776
C  -1.12932  -5.48864  -1.07264
B  -1.93567  -3.51376  -0.49175
H  5.93334  0.21035  -1.42592
Rb  -0.17204  0.17253  -0.39685
H  -2.57989  -1.45483  -5.41068
H  -7.09410  0.92763  3.81051
C  3.82450  -0.02495  -1.05453
C  -3.32443  4.89631  -3.31865
O  6.69112  -2.22759  -0.75862
H  -5.79215  6.27807  -5.33350
N  -0.36619  4.98873  -3.25551
S  -0.28020  2.38735  -2.92039
C  2.36717  5.47873  2.75667
C  -3.17819  1.96935  0.11391
C  3.04279  -1.19425  -4.52556
C  1.54322  -1.17081  -4.79688
C  -4.43721  2.42430  0.46793
F  2.82680  6.64293  3.26898
H  3.34629  -2.11877  -4.03637
C  -0.55464  -5.10602  0.15195
C  5.40298  -1.76050  -0.73075
H  -6.24365  -3.10346  3.60380
N  -2.39384  3.80670  -3.48175
C  1.41319  3.10843  1.74799
C  -1.17055  -1.22017  -3.81661
H  1.37020  -7.78188  0.71579
C  -2.74404  -2.25011  -0.42630
H  -2.28141  5.77476  -9.06466
H  -4.57670  -2.55956  3.72779
H  -5.74156  6.23621  -3.56551
C  -0.79239  -6.68847  -1.67412
H  4.48881  -3.58864  -0.01576
C  -1.45705  7.15004  -6.08632
S  -2.92687  -1.67685  1.35776
H  -2.19884  7.96546  -7.90910
F  4.05483  4.33896  3.91044
C  -1.50186  -1.53618  -5.27103
C  0.60574  -0.30429  3.69291
H  -4.87453  4.10157  -4.58100
C  5.13757  -0.44691  -1.11151
Br  0.55346  -1.78023  2.45312
H  6.69771  -3.12330  -0.40087
C  4.32172  -2.56549  -0.33082
C  -3.54340  -0.06005  1.08819
C  -6.61725  -0.02195  4.02748
O  -3.28900  -1.54641  -1.28849
C  -5.43059  -2.62285  3.06359
F  -0.25112  4.26249  0.55112
H  1.27018  -1.94943  -5.51569
H  2.20316  -2.61733  -0.03236
S  3.24597  1.57302  3.05691
C  3.05491  -2.02344  -0.33538
H  -2.49084  2.60555  -0.43199
F  0.89228  1.95134  1.25691
C  -1.94037  5.83838  -8.04040
C  -4.25159  4.99838  -4.53243
H  -1.21023  -6.98630  -2.62469
C  2.98647  4.29114  3.08477
H  -1.02012  -0.82535  -5.93921
C  -1.08896  4.76083  -6.05910
H  -1.52264  3.74147  -7.87530
C  0.80270  4.28982  1.39075
C  0.78463  -3.17256  -2.87579
C  -0.57459  6.16147  -4.02429
O  -1.03293  -3.91088  0.52407
H  -5.79916  0.16889  4.71530
H  -1.39874  8.09958  -5.57398
H  -1.77798  -1.83319  -3.14327
O  -0.24739  7.24763  -3.52784
Br  3.42333  1.76074  -1.53865
C  1.26373  5.49879  1.90519
H  0.55125  -5.19226  -3.56003
H  -4.76909  3.41415  0.18288
Br  -1.12349  0.53420  3.86265
C  0.68088  -7.12088  0.21031
H  -1.44963  -0.17883  -3.62993
H  0.22551  -3.35239  -1.95525
H  -1.20183  -2.54116  -5.55420
H  -6.24919  1.89701  1.47247
H  0.80709  -5.58134  1.73434
P  0.58174  -1.34601  -3.20177
H  -2.79079  2.87788  -3.45025
C  -1.89048  7.06875  -7.38596
H  -7.04671  -1.71289  0.34232
C  -1.51591  4.69646  -7.36403
H  0.38851  -8.45285  -1.42122
H  0.89421  -4.05940  -4.86007
F  0.65012  6.66448  1.60596
H  0.87752  -0.68532  4.67522
N  2.78348  -0.76813  -0.68961
H  -0.73488  3.86453  -5.57095
C  -7.42645  -1.22889  1.23692
H  -4.51224  7.13147  -4.46530
C  0.34910  -4.18580  -3.92620
H  1.84127  -3.31941  -2.62553
H  -3.92038  4.74133  -2.40625
O  -1.97427  -4.52799  -1.49281
C  2.52831  3.03940  2.61191
H  -5.14522  -3.26565  2.23961
C  -5.13259  6.23860  -4.46844
N  -2.73921  0.76217  0.41559
H  1.27195  -0.19754  -5.21585
C  0.12033  -7.49812  -0.99321
H  -7.91037  -0.30741  0.92968
C  -1.06103  3.82827  -3.21559
H  -0.71889  -4.10686  -4.11489
H  1.34565  0.42937  3.33263
C  -5.25673  1.56591  1.19401
C  -1.06689  5.99484  -5.37020
H  -2.75724  5.82145  -3.20664

Values from the calculation:
* HOMO energy (spin up / spin down): -0.104 / -1.409 eV
* total energy: -12398.4109 Eh
* LUMO (spin up / spin down): 3.0 / 3.0 eV
* charge: -2
* spin multiplicity: 1
* energy above the lowest of the compared OMol25 structures with the same formula, charge and spin: 44.4 kJ/mol

Atomic partial charges in e from the Mulliken method, atoms 1 to 4: number 1, H, carries 0.3251; number 2, C, carries 0.3376; number 3, Si, carries 0.3765; number 4, H, carries 0.2997



ORCA calculation (ωB97M-V/def2-TZVPD) on C44H51CuGeN3O2S2 as an isolated structure.

Element x y z (Å)
C  4.54538  -0.38082  -3.16973
H  2.23285  6.21910  2.89597
C  3.00841  3.11069  -2.20654
H  -1.80288  1.02778  -3.03231
H  -0.65200  2.25740  -4.84679
C  -4.47176  3.06821  0.87630
C  -4.71625  1.95190  0.08113
C  3.66046  3.73632  -3.23058
H  -0.87106  0.65332  4.10516
S  -1.07710  0.29840  -0.42760
H  5.23614  -0.96543  -5.81924
C  2.68797  4.15216  2.72776
N  -1.77262  -0.82762  2.87797
H  0.78743  -1.20711  -2.82869
C  -0.22714  1.37404  -1.60376
H  3.25673  4.11522  3.64913
H  -0.34097  -6.01099  -2.23370
H  -2.82627  -0.54632  4.70343
H  -6.18468  4.29992  0.45653
H  -1.81739  -5.93333  -3.20842
H  -6.28971  3.41640  1.97257
C  2.12022  5.31696  2.30945
H  -1.10255  2.73078  1.18024
C  2.19900  0.62866  0.47381
H  -4.04249  -3.89394  -2.59249
C  1.38777  5.35314  1.09923
H  -2.50970  -4.16389  3.24779
C  -3.68457  1.12078  -0.33105
H  1.80264  -0.91226  -5.07750
H  -2.28606  -0.26252  2.21352
H  1.53149  -4.08841  3.66766
H  -3.58479  -5.38567  0.67762
H  -1.39236  -2.40475  5.25489
C  -0.19269  2.14873  -3.87179
C  -0.58464  -4.35423  3.91189
H  0.21756  -3.56067  -0.36870
C  2.41591  -0.80675  -4.19115
C  1.66768  1.79622  -0.00684
C  3.76426  -0.50201  -4.32226
C  -5.60596  3.95439  1.31389
H  -5.73276  1.72696  -0.21990
H  -0.64034  -4.61416  -3.27070
H  0.22859  -1.24234  4.97193
H  1.31897  3.44520  -5.66882
C  -3.41830  -3.30710  -1.91546
C  -1.11642  -5.34435  -2.61384
H  -0.19050  0.44290  2.48511
H  3.48649  3.01601  -1.24045
C  1.79884  3.35362  -4.70200
H  -0.69735  -4.90729  4.85467
H  -4.05226  -2.87329  -1.14051
H  0.88636  -3.22385  5.04955
H  -2.95474  4.19816  1.88915
N  -1.76395  -3.56830  3.57873
H  -3.65228  -1.47196  3.44281
C  -0.60073  -0.09355  3.34399
H  3.57289  4.36199  -5.29937
C  -2.95844  -5.83585  -0.09544
C  0.69098  -3.48026  4.00300
N  0.63196  -2.26104  3.20342
C  1.00785  1.89169  -1.34405
H  1.38531  -2.23022  2.52431
C  -2.21683  -2.60924  4.57277
C  1.71041  2.57472  -2.39332
C  -0.83820  1.49159  -2.87634
C  -2.68409  -1.30128  3.91708
H  1.41776  -0.44826  3.97095
H  4.58888  -0.42192  -1.02153
C  1.24649  4.22847  0.34230
Ge  -2.01939  -4.43436  -1.11843
H  3.35821  -0.35049  1.98559
C  -2.11833  2.51580  0.86605
H  4.65435  4.13487  -3.07298
H  0.93776  6.28175  0.77325
C  1.10114  2.70051  -3.65897
H  5.59988  -0.14954  -3.26480
C  2.94529  0.59915  1.67134
H  -3.85763  0.24361  -0.94200
H  -2.22112  -6.47589  0.39219
H  3.66628  -0.48931  -6.47218
H  4.74668  0.72479  -5.78523
C  1.84093  -0.97330  -2.93750
H  -3.03315  -3.00139  5.18995
C  1.81854  2.99386  0.75896
C  2.55020  2.96151  1.96734
C  -0.80595  -3.51469  0.02780
O  2.58775  -1.96226  0.59669
C  -2.38989  1.42104  0.05767
C  3.04910  3.86128  -4.49536
C  4.38446  -0.29895  -5.67638
H  -5.24057  4.82851  1.85064
H  -2.95586  -2.49093  -2.46823
H  3.71475  1.72615  3.30264
H  -0.46347  -5.07646  3.10503
O  -1.70963  -0.71809  -1.30690
C  3.12913  1.74147  2.39080
C  2.62976  -0.80794  -1.81249
C  3.98745  -0.52828  -1.91596
C  0.48288  -1.01225  3.93569
S  1.82193  -0.99305  -0.24354
Cu  -1.06752  -2.62111  1.67259
H  0.68758  4.26492  -0.58344
H  -3.59157  -6.45867  -0.72974
C  -3.16075  3.33687  1.26506

Values from the calculation:
* HOMO energy (spin up / spin down): -5.382 / -6.199 eV
* total energy: -6535.6719 Eh
* LUMO (spin up / spin down): 0.0 / 0.0 eV
* charge: 0
* spin multiplicity: 2
* energy above the lowest of the compared OMol25 structures with the same formula, charge and spin: 14.5 kJ/mol

Atomic partial charges in e from the Mulliken method, atoms 1 to 4: number 1, C, carries -0.8105; number 2, H, carries 0.3998; number 3, C, carries -0.6213; number 4, H, carries 0.5857